Entry from the OMol25 dataset: 2 unconnected molecules or ions with the total composition C3H4N2O at a distorted geometry (ωB97M-V/def2-TZVPD).

XYZ file:
```
10
C3H4N2O ωB97M-V/def2-TZVPD
C 0.9524 -0.2265 0.8428
C 0.8002 -1.6441 -1.8304
C -1.1098 0.8840 0.4208
N 1.4786 -0.9090 1.5878
N 0.0767 0.3048 -0.1186
O 1.5768 -2.4363 -1.6766
H -1.6774 0.1001 0.8136
H -0.8557 1.7396 1.2239
H -1.7877 1.3304 -0.3844
H 0.5459 0.8569 -0.8790
```

## Properties
LUMO energy (spin up / spin down) in eV: 0.7 / -3.8
Expectation value of S²: 2.014
Orbital gap (spin up / spin down) in eV: 4.91 / 8.31
Spin multiplicity: 3
Relative energy (zero: lowest compared OMol25 entry of this formula, charge and spin) in kcal/mol: 59.63
Highest occupied orbital energy (spin up / spin down) in hartree: -0.1547 / -0.4442

Just the Mulliken charges please, in e? Sure, here they are:
1 C -1.0207
2 C 0.0819
3 C -0.9542
4 N 0.0398
5 N 0.3454
6 O -0.0845
7 H 0.3210
8 H 0.3357
9 H 0.3257
10 H 0.6100